C54H124Br2N10O3 | ωB97M-V/def2-TZVPD

```
193
Properties=species:S:1:pos:R:3:forces:R:3:lowdin_charge:R:1
N -1.47271 7.37200 -6.91971 0.1 0.3 -0.2 -0.061
C -0.87847 7.23248 -5.74741 -0.2 -1.9 0.1 0.017
C -3.92423 -0.18048 6.02285 0.8 -0.3 1.4 -0.091
C 1.25239 1.27909 0.04916 -0.5 1.4 -1.1 -0.006
C -2.15320 -3.98112 9.21862 0.4 0.3 -0.8 -0.074
C -1.94223 9.86684 -6.73625 -0.7 0.4 -0.2 -0.068
H -4.14780 -0.53677 -4.21659 0.2 -0.2 0.2 0.091
H -2.13565 2.30723 -2.16142 -0.1 -0.3 0.0 0.109
H 4.52295 -6.38634 0.79948 0.8 0.1 0.5 0.074
H -1.52714 -4.05487 7.09121 -0.3 0.2 -0.2 0.072
C -1.18364 1.14191 -0.59257 1.7 -0.9 0.4 -0.062
C 4.08772 1.33217 -6.56204 0.2 -0.2 0.4 0.029
H -6.04409 4.78393 0.66245 -0.1 0.5 -0.5 0.109
H -0.58145 1.55819 -3.73379 0.2 -0.5 -0.1 0.052
C -1.24439 -8.39767 6.09674 0.3 0.6 -1.7 -0.108
C -2.27810 -0.85817 -5.30053 0.0 -0.8 0.7 -0.161
H -1.83366 -5.00769 9.39661 -0.1 -0.1 -0.3 0.074
C -3.62308 0.80540 3.82688 1.1 1.0 0.9 -0.147
H -1.12034 10.26209 -6.13862 0.3 -0.7 0.0 0.081
H -2.02130 5.26709 -0.51200 0.4 -0.5 -0.3 0.115
H 4.92797 -7.54639 2.22580 0.4 0.5 -0.2 0.091
C -0.12623 -0.89641 1.58216 -0.4 -0.2 -1.8 -0.189
H 1.20432 -1.36195 -0.13435 -0.1 -0.2 -0.1 0.135
C -3.18862 -0.05180 -4.38964 -0.1 1.4 0.0 -0.065
H -2.94708 -7.10095 5.85194 0.0 0.3 -0.2 0.120
H -1.77768 -3.44664 10.09066 -0.4 0.2 0.0 0.087
H -0.72031 -1.34971 6.09914 0.1 -0.6 -0.5 0.135
C -2.07326 -1.95245 7.63290 0.2 -0.1 0.5 -0.178
H -0.27510 -8.66194 2.61737 0.3 0.3 -0.1 0.104
H 0.46362 -5.75004 2.99939 0.4 0.2 -0.1 0.115
N 0.19322 0.43803 -0.61770 1.5 -0.2 0.6 -0.250
H -4.56479 6.08161 2.04239 -0.1 -0.2 -0.1 0.111
C -4.37466 6.58014 -0.83344 -0.4 0.8 1.4 -0.081
Br 2.33592 4.62024 -1.56714 -0.5 -0.8 0.0 -0.518
C -1.12796 -6.20694 4.92677 -0.1 -1.7 -0.4 -0.073
C 3.37200 2.00925 -4.27501 0.3 -2.3 -0.6 0.020
H 0.72999 2.27715 -2.83071 -0.5 0.9 -0.1 0.054
H -1.75185 0.21956 -0.71952 -1.2 0.7 -0.3 0.128
H -1.65669 -1.48321 -4.65522 -0.1 -0.4 -0.2 0.111
H -2.08755 1.88818 5.84397 -0.4 0.0 0.4 0.108
H -2.15401 -3.72207 -5.82056 0.0 0.3 0.3 0.168
H 3.71218 -7.83412 1.05487 -0.1 -0.1 0.0 0.078
O -6.81440 7.05480 -0.52609 0.5 -1.1 -0.4 -0.063
H 1.53153 -7.84877 2.04596 0.2 0.4 -0.4 0.113
N -3.07534 -1.77037 -6.14898 -0.1 -0.7 -0.3 -0.041
C -3.74636 -4.99260 -7.57797 -0.6 -0.2 -1.2 0.034
H -0.58450 -1.46175 -0.46281 0.3 -0.7 0.2 0.129
C 7.05932 0.73725 3.83291 -0.3 0.3 -0.6 0.014
H 2.08709 -2.20414 2.34434 0.3 -0.4 -0.1 0.070
C 6.39926 1.15171 0.07431 1.4 0.6 0.4 -0.217
H -1.67583 1.02411 7.40810 -0.5 -0.3 -0.1 0.121
C 0.48573 0.36005 -2.13686 -2.2 -0.4 0.1 -0.073
C -0.00524 -2.29472 2.19007 -0.7 -0.2 2.4 -0.239
H 8.11499 -1.02178 1.24801 0.4 -1.2 0.2 0.108
H 3.34737 2.03633 -6.93761 -0.4 -0.3 0.3 0.094
H 2.18151 0.76555 0.28172 -0.2 -0.3 -0.2 0.107
C 7.77566 -1.01395 2.28252 0.0 1.6 -0.8 0.038
H -2.24368 -2.28859 5.52990 0.6 -0.1 -0.3 0.126
H -0.12955 -0.46015 -2.51696 0.3 -0.5 0.3 0.120
H 3.61987 -5.93779 3.34722 -0.2 -0.3 0.3 0.113
C 6.20625 0.75736 1.53628 0.0 1.2 0.1 -0.102
H 6.88537 1.80840 3.91728 -0.5 -0.1 0.0 0.112
H -2.95576 6.51020 1.50533 0.3 -0.3 0.3 0.119
C -1.72045 6.14309 -7.48587 -1.4 0.6 0.3 0.011
H 5.67225 0.76923 -4.69018 0.4 -0.4 0.7 0.139
C -1.71770 0.98544 6.32398 0.8 -0.9 -1.9 0.065
H -3.09605 -1.98831 8.01431 -0.4 0.2 -1.0 0.114
H -4.20811 -1.22296 6.15788 -0.4 0.1 -0.2 0.135
H -1.07134 -8.99288 6.99030 -0.2 0.7 0.4 0.138
H 6.84648 -1.56053 2.42607 0.0 0.1 -0.1 0.098
C 2.52397 -0.18169 -5.29879 0.0 1.1 -1.8 -0.007
C 8.63612 1.40841 2.01459 -0.7 -0.3 0.0 0.050
H 7.41030 2.57461 -0.76669 0.0 0.4 0.0 0.112
C -2.89378 -3.09598 -6.29268 0.3 0.3 -0.2 -0.017
N -2.43087 -0.23108 5.71553 -1.0 0.6 -0.2 -0.249
H 1.41294 2.07060 -0.68212 0.7 0.4 0.1 0.002
H 2.86106 -5.38476 1.97190 -0.8 -0.3 -0.3 0.092
H 1.93784 0.24376 -6.11126 -0.8 0.5 0.6 0.015
H -0.10813 4.13794 -4.64642 -0.6 -0.1 0.2 -0.006
N 3.71042 0.80212 -5.16053 -0.4 -1.0 -0.8 -0.327
H -2.13550 10.71466 -7.39581 -0.1 -0.2 -0.2 0.094
H 5.72250 -0.93330 -2.85298 0.6 0.0 -1.2 0.130
H -4.36201 -5.07673 -8.47368 0.4 0.0 -0.2 0.113
C -2.89225 4.63185 -0.66135 -1.6 1.8 1.3 0.017
H 4.22202 0.50238 -7.25365 -0.2 -0.1 0.1 0.116
H -0.79423 -2.32528 2.94988 -0.2 -0.1 0.0 0.078
C 4.89482 0.00600 -4.62392 -0.5 1.4 -0.7 -0.082
H -2.68858 -1.13839 3.76847 0.4 -0.2 0.3 0.125
H -3.20547 1.80405 3.97917 -0.1 0.2 -0.3 0.101
H -1.49669 0.24289 3.83413 0.1 -0.4 0.0 0.114
H 7.15209 0.51538 -0.39792 -0.4 -0.4 -0.3 0.122
H -1.63249 -1.22081 8.31385 0.4 -0.1 0.0 0.123
C -0.23748 5.18688 -4.38072 1.3 0.5 0.3 -0.058
O 3.89573 -1.72542 -3.11049 -1.0 0.2 -1.0 -0.067
H -4.29368 -5.61455 -6.87173 0.4 0.3 0.5 0.112
H 1.52734 0.14681 -2.35566 0.1 0.3 0.3 0.105
C -5.22343 4.40390 0.05559 -0.5 0.5 0.2 0.009
H 2.52275 2.46282 -4.78210 0.1 0.5 0.4 0.066
C 0.08667 -8.17079 5.34449 -0.3 -0.3 0.3 -0.083
C -0.15663 1.64425 -2.73510 2.2 0.0 0.1 -0.173
H -1.81480 -5.85898 4.15764 0.2 0.6 0.2 0.126
H -0.77864 8.80031 -8.15685 -0.1 0.2 -0.3 0.140
H 1.49862 -5.94805 4.43701 -0.3 -0.1 0.3 0.133
C -1.79032 -1.53576 6.17265 -1.1 0.4 1.1 -0.108
C -1.71522 8.63490 -7.61912 1.5 1.3 -0.1 -0.145
C -4.09138 -1.40395 -7.01668 0.6 -0.6 -0.4 0.019
H 5.03285 1.87446 -6.52655 0.0 -0.1 0.4 0.113
O 6.92816 2.48760 0.06380 -0.4 -0.7 -0.2 -0.057
C 4.19326 -7.02674 1.61538 -1.1 -0.8 -0.7 -0.087
H -1.10393 -7.15384 2.23578 -0.5 0.0 0.2 0.111
H -1.82258 -6.43742 6.99355 0.2 0.0 0.0 0.099
H 4.17088 -2.29940 -2.39319 0.3 0.0 -0.1 0.091
H 5.73762 1.64362 1.96878 0.1 0.0 0.2 0.138
H -1.76774 -8.53531 3.31696 -0.5 0.9 0.2 0.116
N -3.69437 -3.57717 -7.24313 0.1 0.9 1.0 -0.082
H 0.79425 5.52568 -4.26902 -0.1 0.1 0.3 0.073
H -1.93656 -8.98600 5.49225 0.4 -0.5 -0.1 0.111
H 0.40108 -0.08865 2.08951 0.4 -0.4 0.2 0.113
H -3.40388 0.95938 -4.74424 -0.1 -0.2 -0.7 0.083
H -4.12713 0.81914 2.86287 0.6 -0.6 -0.3 0.121
H -0.76698 5.41967 -3.45838 -0.1 -0.3 0.0 0.078
H -0.37053 -5.50737 5.27092 -0.6 0.5 0.2 0.111
H 1.41896 -1.99620 3.86422 -0.4 -0.5 0.4 0.078
C -1.88391 -6.98563 6.05383 0.3 0.1 0.5 -0.116
C -1.47323 5.22120 -6.53380 1.4 0.1 0.1 -0.060
C -0.94209 -7.89489 3.01296 1.2 -0.9 0.7 0.047
H 3.14726 1.49105 -3.34584 -0.4 0.8 0.3 0.061
H 0.56456 -9.11560 5.09144 0.1 0.2 -0.6 0.147
H -3.25998 4.62891 -1.68346 0.5 -0.4 -0.1 0.102
H -0.45922 -3.25437 8.23225 0.2 0.0 -0.5 0.110
N -4.03967 5.40348 0.08370 -1.3 -3.0 -0.8 -0.327
C -2.45025 -0.15634 4.17296 -0.7 0.7 -0.1 -0.091
H 4.58065 0.02090 -2.35219 -0.8 1.2 -0.9 0.097
C -5.48541 7.55782 -0.38504 -0.9 -0.1 0.3 -0.195
C 0.21593 -0.96055 0.08144 -0.6 1.7 -0.8 -0.089
H -4.02374 0.31447 6.98778 -0.1 -0.2 0.1 0.146
C 1.28368 -2.60949 2.97367 0.8 1.3 -1.8 -0.074
H 8.29805 2.42964 2.17713 -0.1 -0.1 0.0 0.114
H 1.96276 -0.33617 -4.38712 0.2 0.3 0.1 0.069
C 0.97432 -6.47340 3.63860 -0.5 -0.7 -0.3 -0.154
H -5.08499 3.39957 0.46105 1.1 0.2 0.2 0.095
C 1.99774 -7.28782 2.85433 -0.1 0.5 0.6 -0.171
H 5.09667 -0.66594 -5.45654 0.2 -0.7 0.6 0.147
H -2.72960 -5.31729 -7.78254 -0.2 -0.3 0.1 0.111
H -0.87261 3.18155 -1.38657 0.4 -0.2 0.3 0.086
N -0.80380 5.88345 -5.50764 -1.6 1.1 -0.8 -0.081
H -5.42912 -0.09423 4.59513 -0.2 0.3 -0.2 0.133
C -3.68493 5.70172 1.52641 -0.4 0.7 -1.2 0.037
H -3.39149 7.05127 -0.82415 -0.3 0.7 -0.6 0.139
C -4.43891 -2.52717 -7.71972 -0.1 1.0 -0.1 0.021
H 5.44991 1.14975 -0.46349 -0.1 -0.4 0.1 0.109
C 3.12302 -6.33157 2.45438 1.0 0.2 0.0 -0.271
H -5.51863 4.24599 -0.97968 -0.1 0.4 0.0 0.112
H -2.83311 9.79797 -6.11048 0.0 -0.2 0.1 0.082
H 0.88533 1.82553 0.91690 -0.2 -0.4 0.1 0.105
H -2.86406 3.65093 -0.19936 0.3 0.1 -0.1 0.079
H -1.54858 -0.30704 -5.88952 -0.4 0.5 -0.3 0.067
N 7.47286 0.47866 2.37704 -0.7 -0.1 1.6 -0.327
H -5.44990 7.83160 0.67148 0.9 0.4 -0.1 0.126
H -1.55189 4.14588 -6.51305 0.1 0.1 -0.2 -0.018
H 8.82327 1.30311 0.95063 0.4 -0.2 0.2 0.099
H -5.06965 1.47563 5.32903 -0.1 0.0 -0.3 0.135
H 7.76271 0.49323 4.62845 0.6 -0.3 -0.7 0.120
H -2.47795 8.53219 -8.38693 -0.3 -0.3 0.4 0.135
H -1.17007 -0.57248 1.57508 -0.1 -0.2 0.3 0.093
H -3.35428 4.76604 1.96788 0.2 0.2 0.1 0.100
H 6.18429 0.10638 3.97936 -0.2 0.4 0.2 0.101
H 2.75403 -1.13373 -5.77830 1.0 -0.1 0.6 0.114
H 8.46594 -1.31082 3.06716 0.4 0.1 -0.4 0.120
C 4.75349 -0.59685 -3.24247 1.2 -1.1 2.0 -0.224
H -0.61484 8.03779 -5.08190 0.3 -0.1 0.0 0.166
Br -0.01188 2.23752 -6.54238 0.2 -0.6 0.4 -0.145
H -2.70663 0.21560 -3.44643 0.1 -0.6 0.2 0.045
H 9.49644 1.21912 2.65230 -0.1 -0.4 -0.1 0.125
N -0.22387 -7.23285 4.18870 -0.6 -0.5 0.3 -0.258
C -4.62731 0.56994 4.91884 -1.0 -0.7 0.6 -0.146
H -0.27795 -3.15514 1.57806 0.2 0.4 -0.7 0.117
C -1.50393 -3.35935 7.93095 0.5 0.0 1.6 -0.236
H -3.24032 -3.94529 9.16223 0.0 0.0 0.2 0.079
H 0.76494 -7.56071 5.94232 0.1 -0.3 0.3 0.142
H -5.04518 -2.52861 -8.61168 -0.3 -0.5 0.2 0.152
H -0.71827 0.83822 5.91071 0.3 0.4 0.5 0.102
H -4.39706 -0.37996 -7.15141 0.0 -0.1 0.0 0.147
H 2.46171 -8.04960 3.48504 -0.1 0.0 0.2 0.137
H 1.48914 -3.67279 3.05214 -0.2 0.1 0.5 0.043
H -5.45326 8.41172 -1.06309 0.8 0.3 0.3 0.141
H -7.40523 7.81036 -0.60960 -0.1 -0.1 0.0 0.110
H 5.49174 -0.05419 1.66479 0.4 -0.3 0.0 0.122
H -2.20077 6.11742 -8.45007 0.0 -0.3 0.1 0.145
H 4.30777 2.55344 -4.17981 -0.4 0.5 0.0 0.113
C -1.14347 2.18127 -1.72553 -0.6 -0.3 0.4 -0.160
H -1.26019 1.54143 0.41724 -0.4 0.0 -0.1 0.120
H -4.67731 6.23861 -1.82202 0.4 -0.5 0.1 0.140
```
Forces are in eV/Å.

Computed properties:
Relative energy (zero: lowest compared OMol25 entry of this formula, charge and spin): 7.7 kcal/mol
Frontier orbital gap: 6.19 eV
Charge: +6
Calculated total energy: -219075.7873 eV